Run P
A 2-piece molecular cluster, C5H14 overall. Source: the OMol25 dataset; level of theory: ωB97M-V with the def2-TZVPD basis set.

The geometry in ORCA input format:
```
! wB97M-V def2-TZVPD RIJCOSX def2/J DEFGRID3
* xyz 0 1
C 2.876 0.309 -0.048
C 3.186 -1.079 0.520
H 2.708 0.970 0.796
H 3.701 0.650 -0.663
H 1.943 0.294 -0.594
H 3.150 -1.147 1.601
H 2.375 -1.808 0.234
H 3.930 -1.715 0.040
C -2.502 0.607 -0.427
C -0.960 0.885 -0.534
C -2.831 -0.586 0.413
H -3.058 1.480 -0.030
H -2.928 0.435 -1.438
H -0.950 1.928 -0.851
H -2.463 -0.542 1.436
H -3.897 -0.899 0.454
H -2.351 -1.517 0.084
H -0.621 0.832 0.504
H -0.548 0.085 -1.136
*
```

Summary:
SMILES: CCC.CC
HOMO level (eV): -11.176
Kohn-Sham gap (eV): 12.2659

Run Q
A 2-piece molecular cluster, C5H14 overall. Source: the OMol25 dataset; level of theory: ωB97M-V with the def2-TZVPD basis set.

The geometry in ORCA input format:
```
! wB97M-V def2-TZVPD RIJCOSX def2/J DEFGRID3
* xyz 0 1
C -1.301 1.094 0.284
C -1.193 1.372 -1.214
C -2.349 0.040 0.569
H -0.330 0.790 0.667
H -1.544 2.029 0.811
H -1.135 0.428 -1.751
H -3.272 0.240 0.020
H -1.992 -0.938 0.226
H -0.291 1.934 -1.447
H -2.046 1.936 -1.605
H -2.632 -0.045 1.619
C 2.177 -0.867 -0.492
C 2.531 -1.552 0.851
H 2.691 -1.350 -1.316
H 1.116 -0.975 -0.738
H 2.374 0.201 -0.471
H 3.114 -2.447 0.676
H 3.031 -0.838 1.510
H 1.613 -1.831 1.384
*
```

Summary:
SMILES: CCC.CC
HOMO level (eV): -11.451
Kohn-Sham gap (eV): 12.5748

Run R
A 2-piece molecular cluster, C5H14 overall. Source: the OMol25 dataset; level of theory: ωB97M-V with the def2-TZVPD basis set.

The geometry in ORCA input format:
```
! wB97M-V def2-TZVPD RIJCOSX def2/J DEFGRID3
* xyz 0 1
C 0.417 2.096 0.096
C 1.132 0.971 -0.669
C 0.334 1.918 1.599
H 0.822 3.062 -0.225
H -0.588 2.169 -0.325
H 1.693 1.380 -1.514
H -0.393 2.631 1.979
H -0.006 0.916 1.867
H 1.265 2.133 2.108
H 1.934 0.499 -0.099
H 0.407 0.349 -1.181
C -0.277 -2.454 -0.947
C -1.429 -2.031 0.026
H -0.699 -2.632 -1.934
H 0.469 -1.669 -1.020
H 0.110 -3.388 -0.566
H -1.475 -2.767 0.829
H -2.379 -2.146 -0.486
H -1.337 -1.037 0.461
*
```

Summary:
SMILES: CCC.CC
HOMO level (eV): -11.153
Kohn-Sham gap (eV): 12.3379

Most stable: run Q